[1]
Computed, not measured: a 2-piece molecular cluster, H2Se overall at a distorted geometry, with wB97M-V/def2-TZVPD.

Results
Energy, hartree: -2402.48609
Frontier orbital gap, eV: 7.4
Max |F|, hartree/bohr: 0.11313
LUMO energy, eV: -2.10

Each line ends with the Löwdin charge.
Geometry (Å):
Se: -0.45 0.70 -0.23  0.35
H: 1.48 -0.67 -0.47  0.08
H: -1.03 -0.03 0.70  -0.43



[2]
Computed, not measured: H30MnO16P as an isolated structure at a distorted geometry, with wB97M-V/def2-TZVPD.

Results
Energy, hartree: -2711.91506
Frontier orbital gap (alpha / beta), eV: 7.9 / 7.9
Max |F|, hartree/bohr: 0.07306
LUMO energy (alpha / beta), eV: -17.16 / -17.17
Multiplicity: 6
Charge: +5

Each line ends with the Mulliken spin population.
Geometry (Å):
O: -3.31 -1.26 -0.43  0.00
H: -3.71 -0.50 0.00  0.00
H: -3.41 -2.03 0.14  0.00
H: -2.38 -1.15 -0.66  0.00
O: -2.31 0.37 2.63  0.00
H: -1.65 -0.23 2.25  0.00
H: -2.94 0.59 1.94  0.00
H: -1.92 1.20 2.91  0.00
O: 1.96 1.91 1.80  0.00
H: 1.59 2.50 2.46  0.00
H: 1.25 1.56 1.25  0.00
H: 2.44 1.18 2.20  0.00
O: 0.40 -1.87 -2.56  0.00
H: 0.64 -2.63 -2.03  0.00
H: 1.17 -1.30 -2.69  0.00
H: -0.32 -1.38 -2.15  0.00
O: -0.94 3.64 0.99  0.00
H: -1.90 3.53 0.95  0.00
H: -0.59 3.76 1.88  0.00
H: -0.56 2.80 0.74  0.00
O: -1.76 1.72 -1.97  0.00
H: -1.58 1.86 -2.90  0.00
H: -2.68 1.78 -1.70  0.00
H: -1.33 0.91 -1.68  0.00
Mn: 0.65 -2.44 1.36  4.88
P: -0.19 -0.14 0.24  -0.06
O: -1.00 -0.44 -1.06  0.01
O: -0.80 -1.03 1.34  0.06
O: -0.20 1.38 0.55  0.00
O: 1.20 -0.78 0.24  0.06
O: 1.23 2.56 -1.45  0.00
H: 0.74 1.93 -0.93  0.00
H: 0.57 3.00 -1.99  0.00
O: 2.73 -2.93 1.77  0.02
H: 3.05 -2.04 1.96  0.00
H: 3.53 -3.45 1.70  0.01
O: 2.53 -0.34 -2.64  0.00
H: 2.86 -0.23 -1.75  0.00
H: 3.20 0.05 -3.20  0.00
O: 3.62 -0.12 -0.19  0.00
H: 3.95 -0.14 0.71  0.00
H: 2.69 -0.35 -0.11  0.00
O: -2.64 -0.87 -3.90  0.00
H: -3.51 -1.13 -4.23  0.00
H: -2.33 -1.65 -3.43  0.00
O: 0.54 -2.42 3.54  0.03
H: 0.00 -2.95 4.11  0.00
H: 1.40 -2.41 3.97  0.00



[3]
Computed, not measured: a 16-piece molecular cluster, H30NO18 overall at a distorted geometry, with wB97M-V/def2-TZVPD.

Results
Energy, hartree: -1427.05090
Frontier orbital gap, eV: 8.8
Max |F|, hartree/bohr: 0.06823
LUMO energy, eV: 1.88
Charge: -1

Each line ends with the Löwdin charge.
Geometry (Å):
N: -5.33 1.59 -8.25  -0.47
O: -4.85 2.62 -7.72  -0.01
O: -6.14 1.68 -9.19  -0.06
O: -5.27 0.52 -7.61  -0.01
O: -4.12 3.05 -5.11  -0.04
H: -4.75 2.89 -4.45  0.00
H: -4.67 3.10 -5.91  -0.01
O: -5.98 5.30 -6.49  -0.06
H: -6.73 4.78 -6.88  0.08
H: -5.93 6.23 -6.70  0.05
O: -4.90 1.60 -12.34  -0.04
H: -5.74 1.95 -12.26  -0.02
H: -4.50 1.80 -11.49  -0.02
O: -4.08 -0.40 -5.32  -0.05
H: -4.62 0.17 -5.85  -0.03
H: -3.60 0.32 -4.89  0.04
O: -7.52 -1.30 -6.41  -0.08
H: -6.82 -1.94 -6.19  -0.01
H: -7.07 -0.47 -6.27  0.00
O: -1.76 3.58 -8.01  -0.07
H: -1.55 3.52 -8.98  0.09
H: -2.46 4.24 -8.00  -0.02
O: -7.37 -0.57 -10.71  -0.02
H: -7.56 -1.08 -9.95  0.01
H: -7.09 0.29 -10.43  -0.01
O: -3.80 5.30 -8.25  -0.04
H: -3.89 6.21 -8.46  0.06
H: -4.57 5.00 -7.76  0.01
O: -5.27 -2.65 -6.89  -0.04
H: -4.81 -3.31 -6.39  0.05
H: -4.73 -1.92 -6.50  0.03
O: -8.43 1.91 -7.86  -0.02
H: -8.29 2.78 -7.55  -0.01
H: -7.59 1.61 -8.23  -0.02
O: -4.70 -1.61 -9.49  -0.04
H: -5.06 -1.51 -8.61  -0.02
H: -5.38 -1.30 -10.07  0.01
O: -3.03 0.53 -10.37  -0.03
H: -3.82 0.09 -10.06  -0.02
H: -2.52 0.75 -9.63  -0.04
O: -2.06 0.88 -7.88  -0.06
H: -2.12 1.83 -7.86  -0.02
H: -2.81 0.66 -7.27  0.04
O: -6.97 4.24 -9.99  -0.04
H: -7.83 4.50 -10.26  0.03
H: -7.03 3.39 -9.55  0.00
O: -4.15 3.69 -10.48  -0.05
H: -3.97 3.77 -9.56  -0.04
H: -5.12 3.62 -10.49  -0.01



[4]
Computed, not measured: a 15-piece molecular cluster, H30O15 overall at a distorted geometry, with wB97M-V/def2-TZVPD.

Results
Energy, hartree: -1146.55204
Frontier orbital gap, eV: 10.6
Max |F|, hartree/bohr: 0.04688
LUMO energy, eV: -0.18

Each line ends with the Löwdin charge.
Geometry (Å):
O: 0.27 1.04 -1.24  -0.06
H: -0.04 1.49 -0.44  0.04
H: -0.49 1.13 -1.85  0.04
O: 0.35 3.77 -2.68  -0.05
H: 0.38 3.14 -1.95  -0.01
H: -0.01 4.55 -2.24  0.05
O: 0.85 -1.17 0.95  -0.02
H: 0.83 -0.96 0.01  0.01
H: 1.19 -2.03 1.20  0.07
O: -1.50 3.41 0.65  -0.05
H: -1.32 2.47 0.83  -0.01
H: -2.28 3.48 1.22  0.05
O: -1.97 -1.44 -0.20  -0.10
H: -1.96 -0.50 0.06  0.01
H: -1.52 -1.90 0.52  0.00
O: -1.85 -0.01 -2.68  -0.05
H: -1.81 -0.46 -1.82  0.01
H: -1.09 -0.03 -3.27  0.06
O: -0.01 -0.43 3.55  -0.09
H: 0.17 0.51 3.71  0.02
H: 0.67 -0.45 2.86  0.00
O: 0.92 -3.06 -1.75  -0.06
H: 1.15 -3.66 -2.48  0.07
H: -0.01 -3.36 -1.82  0.06
O: -3.22 -2.68 -2.41  -0.08
H: -2.98 -1.98 -3.02  0.00
H: -2.94 -2.36 -1.54  -0.02
O: 3.62 0.04 0.66  -0.05
H: 4.54 0.17 0.44  0.07
H: 3.08 -0.09 -0.13  0.01
O: 1.36 1.73 2.89  -0.07
H: 1.50 1.84 1.93  0.00
H: 2.26 1.41 3.05  0.06
O: -1.82 -2.08 2.07  -0.04
H: -2.61 -2.41 2.49  0.10
H: -1.05 -2.47 2.48  0.07
O: 2.12 2.21 0.36  -0.06
H: 2.96 1.77 0.55  0.03
H: 1.88 2.19 -0.57  0.03
O: 2.50 -0.86 -2.09  -0.05
H: 1.57 -0.63 -2.12  0.01
H: 2.53 -1.55 -1.42  0.01
O: -2.15 0.39 1.56  -0.05
H: -2.77 -0.33 1.69  0.04
H: -1.31 0.16 1.97  0.02



[5]
Computed, not measured: a 15-piece molecular cluster, H30O15 overall at a distorted geometry, with wB97M-V/def2-TZVPD.

Results
Energy, hartree: -1146.41013
Frontier orbital gap, eV: 10.1
Max |F|, hartree/bohr: 0.10816
LUMO energy, eV: -0.91

Each line ends with the Löwdin charge.
Geometry (Å):
H: 0.34 -0.41 -0.43  -0.03
H: -0.56 0.34 0.50  0.05
H: -2.22 -3.20 1.05  0.03
H: -1.62 -3.76 2.21  0.09
H: 1.49 0.21 -1.62  0.02
H: 0.91 0.93 -2.82  0.00
H: 2.29 -3.24 3.40  0.02
H: 1.35 -2.08 3.40  0.06
H: -1.92 4.12 0.03  0.04
H: -3.25 3.17 0.09  0.08
H: -3.54 -2.73 -1.25  0.03
H: -2.96 -3.27 -2.56  0.05
H: -3.25 0.17 2.83  -0.03
H: -3.43 -1.23 2.37  0.00
H: 3.54 1.66 0.86  0.11
H: 2.46 1.37 -0.10  -0.05
H: 2.92 -0.52 -3.21  0.07
H: 3.12 -0.28 -1.73  0.02
H: 0.70 3.87 3.14  0.05
H: 0.55 3.33 1.71  -0.08
H: 4.15 -1.36 1.29  0.09
H: 4.34 0.09 1.07  -0.03
H: -0.63 -2.28 -3.25  0.08
H: -0.99 -0.73 -2.82  0.07
H: 1.23 2.85 -0.76  0.03
H: -0.32 2.52 -0.20  0.04
H: -3.76 1.61 -0.71  0.06
H: -4.33 0.94 -1.94  0.02
H: 2.32 -2.22 -2.58  -0.02
H: 1.15 -3.08 -2.87  0.08
O: 0.34 0.17 0.27  0.00
O: -2.48 -3.29 1.98  -0.08
O: 1.44 1.05 -2.12  -0.01
O: 1.57 -2.90 3.93  -0.08
O: -2.24 3.24 0.23  -0.08
O: -3.09 -2.45 -2.05  -0.07
O: -3.75 -0.56 2.98  -0.01
O: 2.83 1.00 0.63  -0.03
O: 3.59 -0.10 -2.57  -0.08
O: 0.49 4.06 2.22  -0.01
O: 4.65 -0.56 1.73  -0.11
O: -0.87 -1.66 -2.48  -0.12
O: 0.34 3.22 -0.56  -0.11
O: -4.43 1.78 -1.48  -0.08
O: 1.61 -2.59 -2.10  -0.06



[6]
Computed, not measured: a 15-piece molecular cluster, H30O15 overall at a distorted geometry, with wB97M-V/def2-TZVPD.

Results
Energy, hartree: -1146.29619
Frontier orbital gap, eV: 8.6
Max |F|, hartree/bohr: 0.13760
LUMO energy, eV: -0.45

Each line ends with the Löwdin charge.
Geometry (Å):
H: -1.19 0.16 0.11  0.04
H: 0.08 -0.58 0.56  0.00
H: 2.84 2.24 1.57  0.07
H: 3.26 2.28 2.99  0.05
H: 3.98 -0.79 -1.01  0.02
H: 3.21 -0.37 -2.20  -0.02
H: -3.19 1.60 -2.45  0.01
H: -3.63 0.15 -2.63  0.07
H: 3.58 0.33 1.61  0.08
H: 2.94 0.32 2.96  0.02
H: -3.59 -1.91 -2.87  -0.02
H: -5.03 -2.63 -2.65  0.11
H: -3.05 1.75 -0.48  0.00
H: -3.21 2.94 0.47  0.11
H: -1.53 -0.87 -2.98  -0.05
H: -1.62 -2.41 -2.92  0.04
H: 2.34 -3.17 0.94  0.02
H: 2.16 -1.73 0.63  0.07
H: 0.74 -1.26 -1.12  -0.02
H: 0.88 -2.63 -0.83  0.07
H: -0.71 3.52 -1.31  0.03
H: 0.29 3.50 -0.08  0.06
H: -3.38 -1.47 0.87  0.02
H: -2.84 -0.26 1.53  0.09
H: 2.05 1.36 -2.16  0.01
H: 2.15 0.58 -0.78  0.01
H: 0.05 1.71 2.07  0.00
H: -1.24 2.15 2.69  0.04
H: 0.28 -2.42 3.99  -0.01
H: 1.04 -1.24 4.02  0.05
O: -0.52 0.09 0.81  -0.05
O: 2.48 2.14 2.47  -0.08
O: 3.77 -1.06 -1.91  -0.02
O: -3.55 1.04 -3.15  -0.07
O: 2.72 0.22 2.07  -0.07
O: -4.01 -2.67 -2.47  -0.09
O: -2.51 2.31 0.06  -0.07
O: -1.06 -1.63 -3.01  0.02
O: 2.53 -2.59 0.23  -0.10
O: 1.40 -1.90 -1.17  -0.09
O: -0.12 2.95 -0.79  -0.10
O: -2.52 -1.14 1.12  -0.09
O: 1.75 1.27 -1.30  -0.01
O: -0.34 2.50 2.48  -0.10
O: 0.28 -1.65 4.50  -0.04



[7]
Computed, not measured: a 15-piece molecular cluster, H30O15 overall at a distorted geometry, with wB97M-V/def2-TZVPD.

Results
Energy, hartree: -1146.42830
Frontier orbital gap, eV: 9.9
Max |F|, hartree/bohr: 0.09928
LUMO energy, eV: -0.84

Each line ends with the Löwdin charge.
Geometry (Å):
H: 0.20 -0.03 1.97  0.08
H: -0.65 -0.98 1.18  -0.02
H: 1.11 -1.07 -0.47  0.06
H: 2.21 -0.47 0.21  -0.01
H: -2.13 1.12 -0.20  0.04
H: -1.89 2.66 -0.35  -0.02
H: 1.07 1.00 -2.15  0.00
H: -0.27 1.04 -3.05  0.08
H: -0.80 3.87 -0.42  -0.06
H: -0.04 4.04 -1.79  0.06
H: -0.46 -3.42 1.53  0.00
H: 0.78 -3.40 2.60  0.10
H: 2.05 4.55 0.42  0.02
H: 2.30 3.33 -0.52  0.07
H: 2.18 -3.55 -0.53  0.00
H: 2.40 -4.61 -1.67  0.05
H: -3.62 -0.61 3.75  0.06
H: -4.08 -0.65 5.22  -0.02
H: -2.00 -0.83 -1.06  -0.01
H: -1.89 -1.74 0.05  0.06
H: 3.90 0.71 1.18  -0.05
H: 3.53 0.85 2.53  0.06
H: -5.17 -0.18 -0.85  0.08
H: -3.70 -0.67 -1.12  -0.03
H: -3.07 -1.74 -2.53  0.01
H: -2.86 -2.92 -3.54  -0.02
H: 5.08 -0.41 0.20  -0.02
H: 3.78 -1.13 -0.13  -0.02
H: 0.36 3.89 1.49  0.02
H: -0.41 3.63 2.65  -0.02
O: -0.18 -0.18 1.07  -0.05
O: 2.05 -1.27 -0.23  -0.05
O: -2.28 1.92 -0.80  -0.06
O: 0.74 1.18 -3.03  -0.08
O: -0.86 4.16 -1.28  -0.02
O: -0.01 -3.94 2.21  -0.09
O: 1.91 3.65 0.31  -0.02
O: 2.61 -3.69 -1.37  -0.07
O: -4.28 -0.98 4.40  -0.04
O: -1.35 -1.38 -0.66  -0.01
O: 4.27 0.54 1.98  0.00
O: -4.47 -0.31 -1.54  -0.03
O: -2.46 -2.24 -3.11  0.00
O: 4.66 -0.90 -0.48  -0.03
O: -0.10 3.16 1.95  -0.01



[8]
Computed, not measured: a 15-piece molecular cluster, H30O15 overall at a distorted geometry, with wB97M-V/def2-TZVPD.

Results
Energy, hartree: -1146.55970
Frontier orbital gap, eV: 10.0
Max |F|, hartree/bohr: 0.04660
LUMO energy, eV: -0.75

Each line ends with the Löwdin charge.
Geometry (Å):
O: 2.04 -2.24 0.14  -0.05
H: 1.63 -1.52 0.64  0.01
H: 2.51 -2.92 0.64  0.07
O: 3.40 0.73 0.31  -0.05
H: 3.91 -0.05 0.14  0.03
H: 2.94 0.97 -0.50  0.01
O: 0.80 1.77 -1.20  -0.03
H: 0.84 1.75 -2.16  0.10
H: 0.01 2.25 -0.99  -0.01
O: 0.42 -1.20 -3.31  -0.04
H: -0.10 -1.14 -2.51  -0.02
H: 1.25 -1.55 -3.01  0.02
O: 2.74 3.51 0.06  -0.05
H: 2.09 2.90 -0.27  -0.04
H: 2.67 3.61 1.03  0.05
O: -1.17 -1.36 -1.02  -0.03
H: -1.40 -2.26 -1.24  0.09
H: -1.98 -1.09 -0.59  0.04
O: -0.98 3.70 -0.56  -0.02
H: -1.06 4.37 0.11  0.06
H: -1.34 2.92 -0.14  -0.01
O: -0.29 -1.03 3.16  -0.02
H: -0.98 -0.40 3.28  0.02
H: 0.17 -0.66 2.44  -0.03
O: -1.98 1.17 0.08  -0.03
H: -2.75 0.70 0.36  0.06
H: -1.30 0.92 0.72  0.04
O: -2.60 -1.84 1.36  -0.02
H: -2.80 -2.25 2.20  0.08
H: -3.30 -1.24 1.26  0.03
O: -2.20 0.92 -2.63  -0.07
H: -2.21 1.88 -2.76  0.04
H: -2.01 0.77 -1.67  -0.02
O: 1.01 -3.60 -2.09  -0.06
H: 0.57 -3.12 -2.75  -0.04
H: 1.24 -2.92 -1.42  0.00
O: 0.36 -0.12 0.69  -0.12
H: 0.57 0.75 0.29  0.02
H: -0.13 -0.73 0.07  0.03
O: -0.63 -3.69 1.68  -0.08
H: -0.19 -3.28 2.46  0.04
H: -1.35 -3.12 1.35  -0.02
O: 0.14 2.54 2.22  0.00
H: 0.51 3.16 1.62  -0.01
H: 0.89 2.04 2.50  0.04